104
Properties=species:S:1:pos:R:3:forces:R:3:mulliken_charge:R:1 method="wB97M-V/def2-TZVPD" homo_ev=-8.15 total_energy_ev=-131597.982
N -30.9660 17.7375 -19.6692 1.3431 -0.5097 -0.8547 0.164
H -31.3938 18.4775 -20.2199 -0.3949 0.2056 0.3773 0.336
H -30.7843 17.8909 -18.6814 -0.3436 0.4685 0.0976 0.229
H -30.0881 17.5295 -20.1389 0.1570 0.0243 0.1010 0.408
H -31.5216 16.8576 -19.7260 -1.1798 -0.6340 0.3406 0.033
N -30.8473 12.9707 -16.3742 0.4000 1.2902 0.4033 0.158
H -29.9924 13.5133 -16.2291 0.4157 -0.4604 0.2251 0.311
H -31.4373 12.9884 -15.5364 0.2099 -0.6162 0.1080 0.618
H -30.6574 12.0472 -16.7360 -0.1819 0.0002 -0.1362 0.396
H -31.3786 13.6369 -16.9684 -0.8504 -0.2846 -0.9831 -0.245
C -32.2758 15.1859 -18.2255 0.6755 0.1882 -0.5869 -0.012
O -31.1120 15.5240 -17.7763 0.5622 0.4250 -0.0220 -0.144
O -32.9104 14.2716 -17.6218 -0.1999 -0.8348 0.9451 -0.774
O -32.7401 15.7092 -19.3037 0.2299 0.5064 -0.3147 -0.648
O -32.3909 18.4377 -21.9071 -0.4618 0.7916 -0.4260 -0.746
S -33.8147 18.4896 -22.1543 -1.0736 -2.5738 0.0385 1.143
O -34.6521 19.5508 -21.6511 0.7923 -0.4336 -0.5918 -0.675
O -34.0113 18.2834 -23.7497 0.5573 0.5440 1.6534 -0.280
C -35.2016 18.8235 -24.3928 0.6460 -0.9461 -0.5251 -0.209
C -35.2435 18.0210 -25.7016 0.3064 0.8891 -0.6516 -1.136
C -34.4202 16.8543 -21.5343 0.5816 1.8805 0.8261 -0.472
H -34.9881 19.8750 -24.5740 -0.3339 0.0126 -0.0125 0.298
H -36.0572 18.6896 -23.7331 -0.0874 0.0980 -0.1569 0.383
H -35.5569 18.6838 -26.5112 -0.5554 -0.1640 0.0555 0.341
H -35.7891 17.0811 -25.7386 -0.2577 0.1910 0.4171 0.304
H -34.2236 17.7911 -26.0140 0.1282 -0.0466 0.3494 0.308
H -34.2633 16.9533 -20.4562 -0.1334 0.0387 0.0404 -0.006
H -33.7065 16.0765 -21.7899 -0.3292 0.0317 -0.6003 -0.079
H -35.4850 16.7242 -21.7066 0.1496 -0.2242 -0.4490 0.692
O -26.4918 15.3209 -17.1846 -1.3389 0.3893 0.9435 -0.629
S -27.5484 15.2896 -16.1854 1.0856 0.4821 -0.5149 1.216
O -28.3036 14.0725 -16.0802 0.1443 0.4173 0.4115 -0.866
O -26.8999 15.5746 -14.7407 -0.5212 -0.9787 -0.5773 -0.394
C -25.9046 16.5903 -14.6695 1.0677 0.9696 -0.0179 -0.326
C -26.1292 17.4476 -13.4381 -0.1702 -0.2206 -0.1782 -1.078
C -28.6327 16.7248 -16.2265 0.5163 -0.1522 -0.0590 -0.563
H -25.8976 17.1714 -15.5932 -0.1740 0.1369 0.0731 0.352
H -24.8892 16.1922 -14.6225 -0.2773 -0.7000 -0.0084 0.410
H -26.8844 18.2090 -13.6311 -0.0067 0.0304 0.2227 0.224
H -25.1866 17.9056 -13.1412 -0.0773 0.1943 -0.0914 0.382
H -26.4438 16.8084 -12.6132 -0.0805 0.0584 0.0140 0.275
H -29.2002 16.7225 -15.2978 -0.0095 -0.2236 -0.0948 0.371
H -29.2870 16.7347 -17.0967 0.0219 -0.3701 -0.0090 -0.145
H -27.9900 17.6038 -16.2014 0.0315 -0.0224 -0.1359 0.491
O -31.3199 19.1585 -17.3427 0.1791 0.2747 1.5678 -0.784
S -31.3873 19.0225 -15.8973 -1.4893 -1.0665 0.1347 1.206
O -30.2293 19.2277 -15.0572 -0.7993 0.0971 -0.6888 -0.651
O -32.6206 19.9980 -15.4327 1.5400 -0.6654 -1.3305 -0.288
C -32.7143 20.2948 -14.0473 -0.6468 0.5425 1.0794 -0.017
C -33.9294 21.2010 -13.8298 -0.7557 -0.1545 0.4360 -1.341
C -32.1046 17.3616 -15.5602 0.4056 0.3266 0.0675 -0.556
H -31.8240 20.8046 -13.6781 0.1390 -0.1313 -0.2254 0.269
H -32.8136 19.3505 -13.5070 -0.1220 0.0784 0.1517 0.270
H -34.8430 20.8487 -14.3121 0.3225 -0.1269 -0.5559 0.339
H -33.7882 22.2527 -14.0738 0.3118 -0.1567 -0.3809 0.320
H -34.2797 21.2173 -12.7944 0.6458 -0.1961 0.2693 0.405
H -32.4123 17.2322 -14.5227 -0.0813 0.5461 0.0343 0.614
H -31.3674 16.5798 -15.7478 0.1784 0.3369 -0.3673 -0.148
H -32.9248 17.1662 -16.2487 -0.0130 0.3274 -0.0062 0.184
O -37.9108 14.2479 -19.6081 1.1620 -0.2604 -0.7726 -0.684
S -36.6426 13.5555 -19.6997 -0.4499 0.2916 1.1251 1.169
O -36.6645 12.1277 -19.4317 0.4033 0.9853 -0.8713 -0.663
O -35.9743 13.8707 -21.1595 -0.7883 -0.3573 0.7709 -0.392
C -34.6509 13.2972 -21.3438 0.1552 -0.2615 0.6752 0.678
C -34.1946 13.4165 -22.7705 -0.8241 0.0441 -0.7395 -1.301
C -35.4501 14.3051 -18.5437 -1.5791 -0.2130 -1.1016 -0.856
H -34.6815 12.2466 -21.0490 -0.0900 -0.0323 0.0205 0.651
H -34.0127 13.8249 -20.6316 0.3054 0.0734 -0.2729 -0.553
H -33.1713 13.0684 -22.9054 0.0648 0.2754 0.1417 0.341
H -34.3590 14.4203 -23.1638 0.4628 0.1436 0.1657 0.218
H -34.7929 12.7982 -23.4435 -0.1262 -0.2197 0.2502 0.429
H -34.5473 13.7091 -18.6290 0.0075 0.4783 0.4688 0.058
H -35.9478 14.3065 -17.5752 0.0870 -0.6286 0.0082 0.436
H -35.3492 15.3668 -18.7628 0.4658 -0.2022 -0.4892 0.407
O -34.2804 12.8141 -12.5362 0.4296 -0.1693 -1.8433 -0.642
S -34.0625 12.7479 -13.9679 -1.6897 -0.2961 0.1386 1.080
O -32.7210 12.6482 -14.5094 -0.8229 -0.1070 0.8195 -0.815
O -34.9735 11.5324 -14.5226 1.5619 0.4669 0.8548 -0.388
C -34.8590 11.2119 -15.9306 -1.0018 0.2444 -0.7616 0.351
C -36.2855 11.3828 -16.4947 0.6158 -0.2281 -0.3250 -0.983
C -34.9192 14.0799 -14.8174 1.5648 0.1086 0.4805 -0.270
H -34.4139 10.2250 -16.0558 -0.5041 -0.2796 0.3993 0.399
H -34.1428 11.8405 -16.4660 -0.1517 0.5033 0.2776 -0.250
H -36.5851 12.4300 -16.5420 0.2564 0.0695 0.1279 0.132
H -37.0470 10.8905 -15.8923 0.2364 -0.3090 0.0600 0.418
H -36.3297 11.0354 -17.5282 -0.0408 -0.1268 0.2139 0.316
H -34.4303 14.9657 -14.4076 -0.4359 0.2155 0.1146 0.386
H -35.9853 14.0221 -14.6280 0.0752 0.0246 0.0203 0.382
H -34.5947 14.0544 -15.8601 -0.2606 -0.2195 -0.0552 -0.274
O -30.3118 11.7653 -22.7326 0.8469 0.6958 0.0981 -0.634
S -29.8973 12.2244 -21.4384 -1.7326 -0.4750 1.9041 1.195
O -29.3162 11.2595 -20.5088 -0.1836 1.3719 -1.0137 -0.646
O -28.9810 13.5439 -21.5536 -0.5957 -1.3332 -0.3326 -0.381
C -28.3494 14.0443 -20.3397 0.4316 0.8292 -0.4351 0.490
C -26.9286 14.4109 -20.7510 -0.0129 -0.3266 0.0563 -1.383
C -31.4273 12.9025 -20.6354 1.1680 -0.3146 -0.6203 0.082
H -28.4043 13.3051 -19.5435 0.0520 0.0248 -0.0359 0.461
H -28.9074 14.9474 -20.0893 -0.1355 -0.1512 0.3472 -0.214
H -26.9419 15.0843 -21.6079 -0.1298 -0.1233 -0.1013 0.341
H -26.4199 13.4877 -21.0285 0.1703 0.1161 -0.0754 0.354
H -26.3487 14.9145 -19.9778 -0.2530 -0.1637 0.2848 0.304
H -32.1225 12.0701 -20.5427 0.2025 -0.1186 0.1412 0.508
H -31.8765 13.6456 -21.2902 0.3254 0.0896 0.0517 -0.203
H -31.1705 13.3402 -19.6730 -0.0407 -0.0359 -0.0012 -0.290

***

86
Properties=species:S:1:pos:R:3:forces:R:3:mulliken_charge:R:1 method="wB97M-V/def2-TZVPD" homo_ev=-9.33 total_energy_ev=-42011.185
C 0.2056 -4.9094 0.5373 1.1690 -0.3460 -0.3584 -0.565
O 1.0479 -4.1050 -0.3439 0.2752 -0.3143 1.2734 -0.375
H -0.8324 -4.6293 0.3817 0.0537 0.0767 0.1044 0.232
H 0.5083 -4.8421 1.5870 -0.3549 0.5410 -0.1032 0.156
H 0.3532 -5.9735 0.3130 -0.2806 0.1004 -0.3414 0.286
H 1.9279 -4.0421 0.0929 -0.8600 -0.0433 -0.6700 0.238
C -3.1167 3.7819 1.0329 0.8147 -1.2029 -0.7303 -0.511
O -1.8325 3.3900 1.5731 -1.6589 1.7509 1.3944 -0.544
H -3.5825 4.6353 1.4587 0.5320 1.0522 1.1775 0.348
H -3.9637 3.0645 1.0835 0.9063 -0.3431 -0.1711 0.303
H -2.8720 4.0713 0.0284 -0.6064 -0.0403 -0.9061 0.099
H -1.5144 2.5621 1.2429 0.0385 -1.0334 -0.6158 0.080
C 2.3804 2.2294 0.8585 -0.2118 1.1651 0.9007 -0.498
O 1.9600 3.5641 1.1330 0.7577 -0.4281 -0.8422 -0.565
H 3.3475 2.0165 1.2413 1.3313 0.1368 0.1103 0.493
H 2.3103 2.0186 -0.1604 0.1593 0.0561 -1.7716 0.290
H 1.7713 1.5083 1.3132 -1.3509 -0.9668 0.8268 -0.038
H 1.4484 3.5341 1.9230 -0.6992 0.1484 0.8435 0.315
C 1.2585 -3.0030 3.4675 -5.1769 -4.2379 2.4404 0.571
O 0.1328 -3.7056 3.7671 5.6168 2.7265 -1.5737 -0.719
N 2.5250 -3.3817 3.6415 2.4965 0.9404 0.4183 -0.458
N 1.1756 -1.7992 3.0011 0.2846 3.8513 -0.7736 -0.009
H 2.6134 -4.2189 4.1528 0.5258 -0.8777 0.6491 0.292
H 3.2732 -2.6080 3.7835 -1.8649 -2.3146 -0.3631 0.225
H 0.2265 -1.4797 3.0263 -0.1129 0.7395 -0.0290 -0.096
H 1.9748 -1.1455 3.2034 -1.6954 -0.8089 -0.6458 0.124
C -0.8910 -0.6725 -3.5721 1.9069 -0.8138 -1.4799 -0.541
C -0.1399 -1.8696 -4.2086 -5.0790 -4.1095 4.5438 0.421
C -1.0812 -2.8955 -4.8889 -0.1803 -0.0867 -0.6023 -1.607
O 0.7180 -1.5578 -5.1125 5.5320 0.9238 -1.6751 -0.458
H -1.6204 -1.0224 -2.8902 -0.4594 -0.2154 1.0560 0.162
H -1.4493 -0.1965 -4.3936 0.4740 0.5862 0.3318 0.653
H -0.0180 -0.1372 -3.1213 -1.3656 0.4270 -0.2088 -0.287
H 0.2792 -2.4872 -3.3785 0.4255 0.7371 -0.4015 0.009
H -1.5765 -2.4547 -5.7693 0.1155 0.0605 0.1394 0.373
H -1.8461 -3.3319 -4.2954 -0.8630 -0.0456 0.9374 0.396
H -0.5286 -3.7718 -5.2470 0.3172 0.3813 -0.0355 0.385
H 0.2025 -1.0440 -5.6636 -0.8864 1.9655 -2.7428 0.453
C 2.8155 -0.7139 -0.6747 0.4305 -1.4956 0.5910 -0.661
C 2.8392 -1.7361 -1.7809 -2.7099 1.5733 -1.0543 1.251
C 3.2072 -1.1430 -3.0990 -1.1844 -0.1265 -1.2745 -1.627
O 3.7225 -2.6686 -1.5210 5.5351 -3.0899 2.2698 -0.602
H 1.9863 -0.1014 -0.7437 -1.7825 1.2992 0.0469 -0.389
H 3.6797 -0.0907 -0.6249 0.9664 0.4572 -0.3785 0.622
H 2.8063 -1.2814 0.2556 -0.3557 0.0909 0.2537 0.289
H 1.8886 -2.3360 -1.8006 0.2707 1.1360 -0.2216 -0.383
H 4.1616 -0.6422 -3.1059 0.2585 0.5118 0.2932 0.410
H 2.3870 -0.5404 -3.4079 -0.3429 1.4034 -0.3692 0.314
H 3.2271 -1.8492 -3.9276 0.1740 -0.5722 0.3169 0.369
H 4.5794 -2.1843 -1.3234 -1.1520 -1.2488 -0.3554 0.411
C -0.9789 2.9331 -3.6055 2.1702 -0.4305 0.0805 -0.978
C -1.1918 3.6676 -2.2950 -0.4916 -8.7139 1.0531 0.290
C -0.1748 3.5244 -1.2396 0.6387 -3.7327 0.9247 -0.843
O -1.3367 4.8740 -2.4191 -2.1028 12.5287 -2.2663 -0.495
H -1.8226 2.9529 -4.2754 -0.5608 -0.0134 -0.0163 0.390
H -0.7310 1.9128 -3.2991 -0.1022 -0.0374 -0.6702 -0.214
H -0.1110 3.3720 -4.1759 -0.6317 -0.4272 0.6261 0.381
H -2.1725 3.3180 -1.9351 0.0342 -1.3766 0.5759 0.151
H -0.1149 2.4020 -1.0198 0.4112 1.4521 0.1628 -0.273
H -0.3545 4.0701 -0.3364 -0.8738 0.0856 0.4851 0.482
H 0.7767 3.9008 -1.5004 1.2619 0.1453 -0.9346 0.621
H -2.1906 5.0414 -2.8332 0.2673 0.6859 -0.1719 0.446
C -2.3388 1.2881 4.1140 -0.6777 0.5805 -0.3545 -1.050
C -0.9557 1.2895 4.7279 -3.6741 1.8831 7.3142 0.576
C -0.7653 0.2001 5.7585 -0.4557 1.0429 1.8856 -1.468
O 0.0205 1.1654 3.9517 7.1969 -1.7811 -9.1378 -0.309
H -2.4619 2.1026 3.4375 0.3304 0.9428 -0.5567 0.184
H -3.2367 1.4165 4.7682 1.1957 -0.5545 0.1072 0.416
H -2.4872 0.4478 3.4468 0.0169 -0.7297 0.2247 0.220
H -0.5845 2.2517 5.2007 -2.5034 0.0033 0.7930 0.164
H -0.5720 -0.7394 5.3080 0.0300 -1.0274 -0.5019 0.288
H -1.6166 0.1633 6.3942 -0.9241 -0.5054 0.5944 0.426
H 0.0412 0.4525 6.4697 0.1161 -0.1077 -0.5241 0.417
H 0.8858 1.1022 4.3759 -0.5866 0.0987 0.1490 0.275
C -2.5204 0.4388 -0.3906 -2.2778 0.2747 0.2195 -1.443
C -1.5564 -0.0749 0.6143 -2.2542 -7.1090 -3.2180 0.581
C -0.6746 -1.1560 -0.0167 0.6502 -0.3754 -0.5127 -0.151
O -0.7463 0.7817 1.0860 2.0700 7.1585 0.7655 1.458
H -2.0852 0.9117 -1.2298 0.8920 1.0595 -0.6265 0.007
H -3.1529 1.1435 0.2060 0.0179 -0.3080 -1.1074 0.202
H -3.1585 -0.3350 -0.9262 0.6222 0.5408 1.3845 0.379
H -2.1698 -0.5867 1.3600 -0.1771 -0.0534 0.5396 0.107
H -1.1792 -2.0210 -0.3136 -1.4995 -1.2756 -0.9083 0.809
H -0.0045 -1.6535 0.6777 0.5874 0.6213 0.3808 -0.286
H -0.1076 -0.8228 -0.9137 -0.3087 0.1272 0.7855 -0.749
H -0.2465 0.4600 1.7832 1.4588 -0.7496 2.2315 -0.648

***

Result set for energy relative to the best compared isomer or geometry (same formula, charge and spin): 0.0000, 6.9386 eV, one per record in the order listed.